Entry 1:
A structure of composition C42H44BrN8O7Sr in a non-equilibrium geometry, computed with ωB97M-V/def2-TZVPD.

Geometry as ORCA input:
```
! wB97M-V def2-TZVPD RIJCOSX def2/J DEFGRID3
* xyz -1 1
Sr 0.12755 -0.14677 0.78632
O 3.24285 -2.55046 1.42180
C 2.13494 -2.23869 0.98791
O 1.86591 -1.53505 -0.02893
C 0.96034 -2.76905 1.91194
C 0.89024 -2.00501 3.25153
C 0.37394 -2.93836 4.35093
C -1.12915 -3.03156 3.99551
C -1.20747 -2.13766 2.75424
O -0.23357 -1.10625 3.06580
C -0.57782 -2.88749 1.56352
C -1.18188 -2.59336 0.13262
O -1.11055 -3.50867 -0.67806
O -1.74548 -1.45650 -0.03459
H 1.30871 -3.77657 2.13061
H 1.78113 -1.43168 3.49928
H 0.51785 -2.49221 5.33498
H 0.88731 -3.89827 4.32841
H -1.74868 -2.63102 4.79805
H -1.45986 -4.04657 3.77900
H -2.17131 -1.67623 2.55373
H -0.80942 -3.94610 1.67596
C 3.91771 7.67351 2.11023
C 2.76930 7.46872 1.12151
C 3.24631 7.92453 -0.26494
C 1.59700 8.35612 1.56349
C 2.31874 6.01063 1.05525
C 1.27072 5.64920 0.21882
C 0.86227 4.33438 0.14902
Br -0.61354 3.94667 -1.01005
C 1.43841 3.27111 0.88566
O 1.01343 2.05937 0.76543
C 2.52179 3.65178 1.73680
C 2.90836 4.98702 1.79523
C 3.18743 2.62436 2.66739
C 3.40172 1.25041 2.00516
C 4.55864 3.10268 3.16336
C 2.27148 2.43163 3.88801
H 4.20304 8.72810 2.12548
H 4.79763 7.09143 1.82967
H 3.62854 7.38998 3.12415
H 3.56210 8.97162 -0.23914
H 2.45296 7.82856 -1.00739
H 4.09026 7.31700 -0.59753
H 1.90298 9.40552 1.60344
H 1.24533 8.05998 2.55355
H 0.75613 8.27569 0.87360
H 0.75791 6.38501 -0.38812
H 3.72332 5.24453 2.45353
H 3.74992 1.33478 0.97596
H 2.46125 0.71140 2.00032
H 4.12343 0.65539 2.56814
H 5.22181 3.34047 2.32859
H 5.02044 2.30394 3.74753
H 4.49502 3.97700 3.81378
H 1.28213 2.09385 3.57098
H 2.15014 3.37044 4.43300
H 2.68926 1.68498 4.57055
C -4.59796 0.22747 -0.71834
N -3.81919 0.67592 0.42486
C -2.61399 1.24705 0.41794
N -2.17381 1.40928 1.65213
C -3.19204 0.90266 2.39423
N -4.21137 0.45055 1.69411
C -5.15805 1.39628 -1.49190
C -6.46751 1.82159 -1.31438
C -6.94147 2.94448 -1.98236
C -6.10943 3.66330 -2.82133
C -4.79437 3.24277 -3.00342
C -4.32919 2.10669 -2.35107
C -3.89546 4.00184 -3.86633
N -4.12395 5.05641 -4.57217
N -2.92928 5.37535 -5.20098
C -2.06632 4.49879 -4.81357
O -2.60476 3.60550 -3.95005
C -0.65769 4.34649 -5.16156
C -0.03618 5.23432 -6.03206
C 1.30257 5.04986 -6.33755
C 2.01210 3.99323 -5.78265
C 1.39118 3.10609 -4.91107
C 2.17705 1.96899 -4.29092
N 1.36914 1.14069 -3.42693
C 1.10278 1.31976 -2.12953
N 0.16610 0.47366 -1.74803
C -0.10088 -0.22886 -2.88117
N 0.57202 0.17212 -3.93583
C 0.05425 3.29032 -4.60494
H -5.38552 -0.40481 -0.31650
H -3.94184 -0.39122 -1.33290
H -2.07467 1.50130 -0.48159
H -3.17958 0.86966 3.47146
H -7.11784 1.27679 -0.64053
H -7.96431 3.26595 -1.83551
H -6.45903 4.54830 -3.33538
H -3.30786 1.78003 -2.50702
H -0.60188 6.05343 -6.45469
H 1.79940 5.73566 -7.01125
H 3.06024 3.86116 -6.02744
H 2.99996 2.36446 -3.69391
H 2.59854 1.32644 -5.06372
H 1.59240 2.03756 -1.49130
H -0.79906 -1.05091 -2.90497
H -0.44488 2.61557 -3.92603
*
```

Calculated values
- ΔE to the lowest compared entry with this formula, charge and spin (kJ/mol) = 72.9
- LUMO (Ha) = 0.06490
- Kohn-Sham gap (eV) = 6.693

***

Entry 2:
A structure of composition C42H45N5O3PPtS5 in a non-equilibrium geometry, computed with ωB97M-V/def2-TZVPD.

Geometry as ORCA input:
```
! wB97M-V def2-TZVPD RIJCOSX def2/J DEFGRID3
* xyz 1 5
Pt 0.09458 -0.05720 -0.19147
N -0.07271 6.07049 4.39056
C 0.18371 4.79041 3.98379
C 1.24982 4.06716 4.53597
C 1.53128 2.78657 4.10855
C 0.75061 2.20607 3.11638
C -0.32367 2.90126 2.56805
C -0.60397 4.18307 2.99145
S 1.04678 0.55787 2.60721
O -0.26820 0.03314 2.21362
O 1.76499 -0.14019 3.62448
N 1.79694 0.57261 1.17572
C 3.12896 0.57375 0.97505
N 3.97602 0.96934 1.93777
C 5.26688 0.95640 1.66189
C 5.78717 0.58065 0.42617
C 4.85338 0.23139 -0.52583
N 3.55453 0.22820 -0.25696
H 0.40267 6.44344 5.19070
H -0.91469 6.53224 4.10328
H 1.85769 4.52137 5.31068
H 2.34707 2.21772 4.53819
H -0.94656 2.41163 1.82910
H -1.44149 4.72536 2.56455
H 5.92163 1.27857 2.46575
H 6.84577 0.56695 0.21496
H 5.13386 -0.06485 -1.53250
S 1.80519 0.04951 -2.05304
C 1.80151 1.78641 -1.84001
C 2.58213 2.62577 -2.62751
C 2.58932 3.97856 -2.33651
C 1.83660 4.44285 -1.26622
C 1.06922 3.53841 -0.54884
N 1.03633 2.23956 -0.84315
H 3.16164 2.20840 -3.44114
H 3.18202 4.66531 -2.92819
H 1.83613 5.48920 -0.99268
H 0.45436 3.85946 0.28293
O 0.89150 -2.15534 0.33353
C 1.16034 -3.16187 1.25434
C 0.92648 -4.40136 0.35595
C -0.09293 -5.31129 0.44426
C -0.06575 -6.27181 -0.59691
C 0.94361 -6.04702 -1.48542
S 1.88245 -4.69036 -1.05922
C 2.63108 -3.02611 1.67294
C 3.62884 -2.69422 0.79550
C 4.91303 -2.66748 1.39330
C 4.86298 -2.96226 2.71934
S 3.27005 -3.23993 3.25196
C 0.13277 -3.23889 2.37640
C -1.08983 -2.64508 2.32349
C -1.92730 -2.96853 3.42356
C -1.32690 -3.82713 4.28665
S 0.25453 -4.23067 3.77980
H -0.82688 -5.31351 1.23828
H -0.76466 -7.09298 -0.67616
H 1.20000 -6.61923 -2.36529
H 3.44281 -2.47607 -0.24524
H 5.82527 -2.44497 0.85677
H 5.67961 -3.01546 3.42306
H -1.36426 -1.98662 1.51377
H -2.92831 -2.58232 3.56263
H -1.71715 -4.23734 5.20519
C -3.32504 -0.30460 0.85449
C -3.40985 0.44809 -0.47600
C -4.77143 0.19253 -1.11946
C -3.24950 1.95499 -0.21605
P -1.93910 -0.03715 -1.56172
C -2.08892 1.18651 -2.93040
C -2.98808 1.02375 -3.98713
C -3.11390 1.98717 -4.97623
C -2.34208 3.13945 -4.93823
C -1.45984 3.32673 -3.88633
C -1.34506 2.36272 -2.89519
C -2.11704 -1.72512 -2.43546
C -1.54066 -2.81267 -1.52352
C -3.54361 -2.17250 -2.78348
C -1.24061 -1.65269 -3.69618
H -4.06018 0.10843 1.55131
H -2.34575 -0.21437 1.32074
H -3.55476 -1.36699 0.72076
H -5.54182 0.63515 -0.48155
H -4.98757 -0.87057 -1.20455
H -4.85475 0.65531 -2.10472
H -3.89115 2.24154 0.62169
H -3.53700 2.54770 -1.08331
H -2.21734 2.21453 0.04390
H -3.60406 0.14235 -4.05887
H -3.82418 1.83491 -5.77905
H -2.43924 3.88614 -5.71581
H -0.86134 4.22816 -3.83300
H -0.68974 2.54087 -2.06514
H -1.57780 -3.77207 -2.04785
H -2.12071 -2.91262 -0.60272
H -0.50488 -2.62050 -1.27025
H -4.06490 -2.52680 -1.89376
H -3.47236 -3.01465 -3.47601
H -4.16246 -1.41392 -3.24929
H -0.28465 -1.16520 -3.49264
H -1.72488 -1.12305 -4.51270
H -1.02270 -2.67061 -4.03145
*
```

Calculated values
- ΔE to the lowest compared entry with this formula, charge and spin (kJ/mol) = 121.2
- LUMO (alpha / beta) (Ha) = -0.07263 / -0.17550
- Kohn-Sham gap (alpha / beta) (eV) = 8.119 / 5.465

***

Entry 3:
A structure of composition C42H46N4OPdS2, computed with ωB97M-V/def2-TZVPD.

Geometry as ORCA input:
```
! wB97M-V def2-TZVPD RIJCOSX def2/J DEFGRID3
* xyz -2 1
Pd -0.96015 0.22693 -0.40629
C 5.84843 0.41201 0.95278
C 5.30133 1.14596 -0.28104
C 5.95826 0.56313 -1.54069
C 5.70015 2.61706 -0.17428
C 3.79261 0.94601 -0.35708
C 3.27505 -0.40531 -0.48459
C 1.92383 -0.58916 -0.54038
N 1.01726 0.40005 -0.49424
C 1.46892 1.74841 -0.37532
C 2.90765 1.96331 -0.30067
C 0.52436 2.71381 -0.37258
C 0.76421 4.14741 -0.26912
C -0.23104 5.05440 -0.35771
C -1.58705 4.56341 -0.56640
C -1.78056 3.20766 -0.60494
N -0.83235 2.27893 -0.48657
C -0.01095 6.55560 -0.20383
C 1.46617 6.92703 -0.09381
C -0.72362 7.03575 1.07011
C -0.59867 7.29609 -1.41373
H 6.93879 0.50975 1.00738
H 5.59809 -0.64903 0.92201
H 5.41449 0.83122 1.86380
H 7.04694 0.67992 -1.49335
H 5.59079 1.07777 -2.43165
H 5.73024 -0.49750 -1.65024
H 6.79072 2.70003 -0.12520
H 5.28328 3.07638 0.72479
H 5.35274 3.18437 -1.04072
H 3.92266 -1.27070 -0.52641
H 1.50570 -1.58401 -0.62458
H 3.25154 2.98366 -0.20011
H 1.78364 4.47171 -0.11129
H -2.43438 5.22639 -0.67734
H -2.78972 2.83143 -0.75060
H 1.92456 6.47631 0.78868
H 1.56869 8.01398 -0.01262
H 2.02157 6.59434 -0.97368
H -0.28741 6.55327 1.94752
H -1.78325 6.77600 1.04145
H -0.63318 8.12245 1.18264
H -0.12175 6.95452 -2.33541
H -0.43714 8.37548 -1.31575
H -1.67058 7.11901 -1.50764
C -1.27709 -1.44642 2.87820
S 0.00021 -0.24313 2.49293
C 0.95005 -0.48376 3.99643
O -0.64330 1.11101 2.71707
H -0.82028 -2.35520 3.27150
H -1.78731 -1.68829 1.94574
H -1.94200 -0.97170 3.60259
H 1.31082 -1.51278 4.03672
H 0.31480 -0.24331 4.85106
H 1.79214 0.20587 3.94509
N -3.22187 1.36147 1.72795
C -3.72360 0.83250 0.58846
N -3.03441 0.22824 -0.32765
C -3.85084 -0.32575 -1.32148
C -3.40367 -0.98776 -2.45438
C -4.34291 -1.46686 -3.35092
C -5.71136 -1.27882 -3.13804
C -6.16226 -0.59167 -2.02486
C -5.21406 -0.12089 -1.12385
S -5.45880 0.77282 0.35068
H -2.19188 1.35236 1.81151
H -3.62036 2.24682 2.00412
H -2.34121 -1.14256 -2.58885
H -4.00677 -2.01140 -4.22407
H -6.42761 -1.68177 -3.84328
H -7.21989 -0.43009 -1.85751
C -0.97554 -1.75967 -0.35125
C -0.91948 -2.97728 -0.24630
C -0.86195 -4.40064 -0.12214
C -1.65879 -5.19231 -1.02618
C -1.36143 -6.53418 -1.38021
C -2.13657 -7.24671 -2.28004
C -3.25301 -6.67582 -2.89101
C -3.55349 -5.35039 -2.57902
C -2.78209 -4.62893 -1.68448
C -0.01727 -4.94521 0.90937
C 0.98373 -4.15159 1.53350
C 1.79382 -4.64341 2.54234
C 1.65333 -5.94627 3.02050
C 0.64823 -6.73286 2.45865
C -0.16309 -6.25469 1.44315
H -0.48204 -7.00175 -0.95557
H -1.85506 -8.26630 -2.52633
H -3.85835 -7.23986 -3.59067
H -4.41422 -4.87024 -3.03684
H -3.02949 -3.59674 -1.46558
H 1.10700 -3.12906 1.19516
H 2.55914 -3.99691 2.96177
H 2.29439 -6.32963 3.80531
H 0.48028 -7.73705 2.83720
H -0.95542 -6.88668 1.06224
*
```

Calculated values
- ΔE to the lowest compared entry with this formula, charge and spin (kJ/mol) = 8.0
- LUMO (Ha) = 0.13945
- Kohn-Sham gap (eV) = 3.289

***

What is the ΔE to the lowest compared entry with this formula, charge and spin in the first record?
72.9 kJ/mol

***

Which of these has the highest ΔE to the lowest compared entry with this formula, charge and spin?
C42H45N5O3PPtS5

***

Look up the ΔE to the lowest compared entry with this formula, charge and spin of the second one.
121.2 kJ/mol

***

Which value of ΔE to the lowest compared entry with this formula, charge and spin does entry 3 give?
8.0 kJ/mol